{"formula": "C18H25IN3O6P", "method": "ωB97M-V/def2-TZVPD", "species": ["C", "C", "O", "C", "N", "C", "C", "O", "C", "C", "P", "N", "C", "C", "C", "C", "O", "C", "C", "C", "C", "O", "N", "C", "C", "O", "I", "C", "O", "H", "H", "H", "H", "H", "H", "H", "H", "H", "H", "H", "H", "H", "H", "H", "H", "H", "H", "H", "H", "H", "H", "H", "H", "H"], "xyz": [[5.8973, -1.6403, -0.1163], [5.9317, -0.1592, 0.2988], [5.6599, -0.1175, 1.7025], [4.7970, 0.5630, -0.4722], [3.5081, 0.0673, 0.0171], [2.8294, 1.0096, 0.9034], [1.3373, 0.6809, 0.9438], [0.7837, 1.1333, -0.3009], [-0.5664, 1.0273, -0.3784], [-1.1686, 0.1893, -1.3001], [-0.1022, -0.8200, -2.3972], [-0.2739, -2.3767, -2.2392], [-2.5407, 0.0867, -1.4079], [-3.1989, -0.8225, -2.4342], [-4.4434, -1.5799, -1.9454], [-4.1593, -3.0467, -1.5931], [-3.4191, -3.6744, -2.6429], [-3.3460, 0.8492, -0.5908], [-2.7731, 1.6579, 0.3312], [-1.3945, 1.7387, 0.4442], [-1.1011, 2.7100, 1.5670], [-0.1046, 3.3120, 1.8641], [-2.3418, 2.8610, 2.2756], [-2.5846, 1.9668, 3.4475], [-1.4956, 0.9130, 3.6538], [-1.3734, -0.0701, 2.9825], [-0.0747, 1.1600, 5.2889], [-3.4079, 2.5929, 1.3454], [-4.5092, 3.0643, 1.4020], [5.7405, -1.6993, -1.1959], [5.0277, -2.0996, 0.3526], [6.8039, -2.1652, 0.1836], [6.9049, 0.2856, 0.0676], [6.3497, 0.4051, 2.1175], [4.9060, 1.6547, -0.4054], [4.9312, 0.2862, -1.5213], [2.9369, -0.0653, -0.8084], [3.2382, 1.0004, 1.9124], [2.9026, 2.0219, 0.4741], [1.2463, -0.4019, 1.0839], [0.9334, 1.1884, 1.8179], [1.2380, -0.4535, -2.1535], [-0.3958, -0.3566, -3.7018], [-0.9541, -2.5715, -1.5127], [-2.4729, -1.5069, -2.8720], [-3.5189, -0.1688, -3.2554], [-4.9416, -1.1289, -1.0850], [-5.1764, -1.5698, -2.7556], [-5.1289, -3.5546, -1.5623], [-3.6550, -3.1334, -0.6266], [-2.6302, -4.0414, -2.2368], [-4.4238, 0.8204, -0.6699], [-2.7731, 2.5728, 4.3325], [-3.5115, 1.4122, 3.2671]], "forces_ev_per_a": [[-0.026, 0.496, -0.001], [-0.801, -0.722, -0.433], [0.389, 0.367, 0.022], [0.782, -0.459, 0.528], [0.242, 0.394, -0.443], [-0.731, 0.050, -0.827], [1.541, 0.055, 0.765], [-0.235, -0.314, 0.134], [0.391, 0.184, 0.136], [1.308, -0.357, -1.004], [-0.134, -1.155, 0.454], [-0.099, 0.314, 0.111], [-0.655, -0.862, -0.719], [-0.183, 0.736, 0.025], [0.170, -0.536, -0.277], [-0.456, 0.154, -0.670], [0.029, 0.090, 0.560], [-1.175, 0.138, -0.051], [0.011, 0.794, 0.365], [-0.102, 1.398, 1.265], [0.330, -0.290, -0.212], [-0.415, -0.651, -0.139], [-0.794, 0.071, 0.556], [-0.071, 0.721, 0.486], [0.496, -1.120, -0.250], [-0.350, 1.109, 0.405], [-0.430, 0.230, -0.311], [0.469, -0.189, -0.795], [0.554, -0.657, 0.060], [0.304, -0.220, 0.021], [0.079, 0.001, 0.064], [-0.051, -0.032, -0.059], [-0.068, 0.053, 0.025], [-0.055, 0.039, 0.138], [-0.153, -0.052, 0.136], [-0.142, 0.137, -0.003], [-0.244, -0.006, 0.195], [0.145, -0.139, -0.089], [0.056, 0.098, 0.419], [-0.397, 0.036, -0.301], [-0.383, 0.080, -0.269], [-0.340, 0.481, -0.340], [0.225, 0.251, 0.162], [0.087, -0.197, -0.001], [-0.210, -0.156, 0.081], [0.082, 0.014, 0.063], [0.137, 0.137, -0.048], [0.030, -0.084, 0.042], [0.094, -0.018, 0.443], [0.014, -0.049, -0.053], [0.193, -0.080, -0.361], [-0.020, -0.041, -0.081], [0.408, -0.110, 0.085], [0.156, -0.134, -0.009]], "nbo_charge": [-0.630, 0.092, -0.730, -0.239, -0.624, -0.229, -0.084, -0.521, 0.358, -0.399, 1.337, -1.304, 0.076, -0.469, -0.415, -0.066, -0.723, -0.200, -0.111, -0.156, 0.684, -0.489, -0.521, -0.335, 0.468, -0.499, 0.054, 0.706, -0.490, 0.197, 0.234, 0.208, 0.161, 0.471, 0.174, 0.191, 0.355, 0.217, 0.177, 0.194, 0.195, -0.048, -0.068, 0.358, 0.259, 0.231, 0.207, 0.214, 0.175, 0.164, 0.479, 0.233, 0.241, 0.238], "smiles": "C[C@H](O)CNCCOc1c([PH2]=N)c(CCCO)cc2c1C(=O)N(CC(=O)I)C2=O", "e_tot_ev": -53213.44328, "charge": 0, "e_homo_ev": -8.88, "homo_lumo_gap_ev": 8.1, "lumo_energy_ev": -0.78}